Record 1
DFT (ωB97M-V with the def2-TZVPD basis set) results for a single C21H28N4O4 molecule.

Output
SMILES: C=CCNC(=O)NC(=O)COC(=O)/C(C#N)=C/c1cc(C)n(CCC(C)C)c1C
Frontier orbital gap in eV: 7.968

Geometry as ORCA input:
```
! RIJCOSX wB97M-V def2-TZVPD def2/J DEFGRID3
* xyz 0 1
C -9.99 -1.84 -0.58
C -9.45 -0.77 -0.01
C -8.40 -0.83 1.05
N -7.23 -0.06 0.67
C -6.06 -0.64 0.40
O -5.78 -1.81 0.53
N -5.05 0.26 -0.07
C -5.15 1.58 -0.32
O -6.15 2.25 -0.18
C -3.86 2.22 -0.84
O -2.78 1.31 -0.87
C -1.65 1.67 -0.20
O -1.52 2.71 0.39
C -0.62 0.62 -0.31
C -0.98 -0.54 -1.02
N -1.32 -1.47 -1.60
C 0.59 0.85 0.27
C 1.73 0.01 0.30
C 1.87 -1.31 -0.24
C 3.13 -1.73 0.03
C 3.73 -3.05 -0.29
N 3.80 -0.72 0.70
C 5.16 -0.80 1.16
C 6.22 -0.91 0.06
C 6.48 0.33 -0.81
C 5.27 0.73 -1.65
C 7.00 1.51 0.01
C 2.96 0.32 0.89
C 3.33 1.54 1.66
H -10.75 -1.76 -1.34
H -9.69 -2.83 -0.30
H -9.75 0.22 -0.31
H -8.07 -1.86 1.22
H -8.80 -0.42 1.99
H -7.34 0.93 0.46
H -4.17 -0.20 -0.28
H -3.61 3.07 -0.19
H -4.04 2.59 -1.85
H 0.67 1.81 0.76
H 1.11 -1.86 -0.75
H 4.38 -3.40 0.51
H 2.92 -3.77 -0.43
H 4.30 -3.03 -1.22
H 5.26 -1.69 1.80
H 5.37 0.07 1.78
H 5.96 -1.73 -0.61
H 7.16 -1.17 0.55
H 7.28 0.04 -1.51
H 4.47 1.14 -1.04
H 4.87 -0.12 -2.19
H 5.56 1.49 -2.38
H 6.24 1.90 0.68
H 7.29 2.32 -0.66
H 7.86 1.22 0.60
H 3.67 1.29 2.66
H 4.12 2.10 1.16
H 2.47 2.20 1.75
*
```

Record 2
DFT (ωB97M-V with the def2-TZVPD basis set) results for 2 unconnected molecules or ions with the total composition C6H12N2O3.

Output
Frontier orbital gap in eV: 9.876

Geometry as ORCA input:
```
! RIJCOSX wB97M-V def2-TZVPD def2/J DEFGRID3
* xyz 0 1
C 2.37 1.46 0.26
C -0.10 0.95 0.28
C -3.11 0.22 -0.83
C -0.71 -1.31 -0.09
C -2.53 0.24 0.63
C 3.15 -1.00 0.24
N 3.11 0.45 0.24
N -1.05 0.02 0.35
O -0.67 2.20 0.63
O 2.18 2.60 0.04
O 4.33 -1.45 -0.41
H -2.51 0.98 -1.24
H -2.99 -0.83 -1.14
H -4.15 0.53 -0.80
H 0.26 -1.28 -0.46
H -0.67 -1.93 0.72
H -1.49 -1.63 -0.85
H -2.52 1.30 1.01
H -2.90 -0.57 1.20
H 2.45 -1.61 -0.30
H 3.19 -1.48 1.19
H -0.13 2.94 0.44
H 4.50 -0.79 -1.08
*
```

Record 3
DFT (ωB97M-V with the def2-TZVPD basis set) results for a molecular structure, C3H3AgLiO3.

Output
Frontier orbital gap (alpha / beta) in eV: 4.515 / 3.770

Geometry as ORCA input:
```
! RIJCOSX wB97M-V def2-TZVPD def2/J DEFGRID3
* xyz 1 3
O 0.54 0.86 0.14
C -0.94 0.67 0.30
C -1.10 -0.73 -0.21
O 0.30 -1.27 -0.26
C 1.11 -0.28 -0.05
O 2.34 -0.46 -0.02
Ag 4.04 0.58 0.06
H -1.06 0.67 1.40
H -1.47 -0.87 -1.23
H -1.71 -1.37 0.44
Li -2.06 2.20 -0.56
*
```